Computed, not measured: 2 unconnected molecules or ions with the total composition C23H32N4O4 at a distorted geometry, with wB97M-V/def2-TZVPD.

Last column: Löwdin charge in e.
Cartesian coordinates (Å):
C -3.2987 -0.7342 1.6562  -0.1033
C -2.3071 -0.7791 2.8212  -0.1980
C -0.8705 -0.4171 2.3771  -0.1892
C -0.0810 -1.5322 1.6896  -0.4248
O -0.6188 -2.3849 0.9962  0.0999
O 1.2342 -1.4835 1.9809  0.0471
C 1.4434 -0.3343 2.8101  -0.1079
C 0.1037 -0.0770 3.5181  -0.2287
C -0.1073 -0.9580 4.7762  -0.0794
C 1.0541 -0.8980 5.7351  -0.2501
C 1.3094 0.0715 6.6677  -0.1079
N 2.4724 -0.2179 7.3675  0.0455
C 2.9079 -1.3544 6.8779  -0.1712
N 2.0715 -1.8239 5.8731  -0.0834
C 2.2406 -3.0744 5.1172  -0.0052
H -3.2775 0.2459 1.1698  0.0728
H -4.3134 -0.9154 2.0229  0.0743
H -3.0645 -1.5017 0.9140  0.0638
H -2.3284 -1.7766 3.2725  0.1181
H -2.6393 -0.0603 3.5771  0.1154
H -0.9204 0.4341 1.6909  0.1582
H 2.2730 -0.4866 3.5052  0.1256
H 1.7051 0.5254 2.1820  0.1376
H 0.0251 0.9758 3.8095  0.1540
H -1.0075 -0.6205 5.2997  0.1239
H -0.2723 -2.0002 4.4864  0.1188
H 0.6922 0.9491 6.8346  0.1069
H 3.8061 -1.8616 7.2183  0.1200
H 1.3108 -3.6510 5.1218  0.0917
H 3.0249 -3.6908 5.5665  0.0909
H 2.5197 -2.8603 4.0812  0.0827
C 3.5966 0.8187 -4.6886  -0.0640
N 3.3727 0.9017 -3.2462  0.0380
C 2.2622 1.1683 -2.5422  -0.4330
O 2.4110 1.3438 -1.3380  0.0330
C 0.8318 1.2706 -3.1459  -0.1792
C -0.2319 0.6463 -2.2160  -0.0929
C -1.7014 0.8933 -2.5420  -0.1966
C -2.1215 1.9201 -3.4164  -0.0296
C -3.4901 2.1549 -3.6332  -0.0745
C -4.4526 1.3797 -2.9659  -0.0917
C -4.0437 0.3613 -2.0884  -0.0787
C -2.6739 0.1177 -1.8820  -0.0458
N 0.6314 0.7262 -4.4977  0.0951
C 0.5932 1.4557 -5.6115  -0.5890
C 0.2735 0.7210 -6.8915  0.0097
O 0.8102 2.6589 -5.6348  0.0394
H 3.2507 1.7336 -5.1746  0.0814
H 4.6644 0.7126 -4.8861  0.0870
H 3.0812 -0.0466 -5.1060  0.0736
H 4.1949 0.8451 -2.6645  0.1399
H 0.6375 2.3425 -3.1780  0.1495
H -0.0626 -0.4310 -2.1750  0.1277
H -0.0788 1.0318 -1.2077  0.1191
H -1.4061 2.5567 -3.9142  0.0963
H -3.8010 2.9467 -4.3004  0.0980
H -5.5051 1.5684 -3.1241  0.0940
H -4.7821 -0.2379 -1.5744  0.0972
H -2.3641 -0.6654 -1.2043  0.0939
H 0.4299 -0.2568 -4.5734  0.1540
H 0.4375 1.3920 -7.7340  0.0876
H -0.7698 0.4118 -6.8710  0.0860
H 0.9185 -0.1496 -6.9888  0.0771

Results
HOMO-LUMO gap ... 9.2 eV
Relative energy (zero: lowest compared OMol25 entry of this formula, charge and spin) ... 45.0 kcal per mole
Multiplicity ... 1
SMILES ... CC[C@@H]1C(=O)OC[C@@H]1Cc1cncn1C.CNC(=O)[C@H](Cc1ccccc1)NC(C)=O
Calculated total energy ... -1415.6573 hartree
HOMO level ... -8.64 eV